1.
Computed, not measured: 3 unconnected molecules or ions with the total composition C30H74N7O6P4S in a non-equilibrium geometry, with ωB97M-V/def2-TZVPD.

Structure (ORCA input):
```
! wB97M-V def2-TZVPD RIJCOSX def2/J DEFGRID3
* xyz 1 1
C 8.164 -0.928 3.570
C 7.608 -0.471 2.151
C 7.176 1.036 2.252
C 6.787 1.704 0.881
C 5.627 0.955 0.105
C 4.307 1.798 0.005
C 3.146 1.073 -0.782
C 1.711 1.556 -0.301
C 0.693 0.339 -0.185
C 0.889 -0.316 1.201
N 1.613 -1.410 1.339
C 1.779 -1.943 2.737
C 0.748 -3.107 2.997
C 1.363 -4.554 3.064
C 1.794 -5.136 1.645
O 0.294 -5.410 3.538
P 3.625 -2.280 2.858
O 4.038 -3.002 4.117
O 4.232 -3.104 1.506
O 4.471 -0.812 2.868
C 1.446 -0.593 3.520
S 0.960 -0.709 5.288
C 0.348 0.108 2.606
P -1.469 -0.378 2.845
C -2.188 0.616 4.294
C -2.505 0.206 1.366
H 7.836 -0.209 4.374
H 7.761 -1.925 3.889
H 9.280 -0.961 3.607
H 8.429 -0.654 1.409
H 6.755 -1.144 1.898
H 8.016 1.608 2.733
H 6.311 1.134 2.970
H 6.480 2.764 1.110
H 7.727 1.776 0.268
H 5.504 -0.063 0.551
H 6.013 0.790 -0.940
H 4.553 2.767 -0.494
H 3.983 2.045 1.052
H 3.259 -0.043 -0.657
H 3.302 1.275 -1.873
H 1.316 2.378 -0.951
H 1.840 1.961 0.740
H -0.365 0.625 -0.403
H 0.994 -0.418 -0.958
H 2.024 -1.749 0.468
H 0.033 -3.101 2.127
H 0.117 -2.964 3.907
H 2.190 -4.683 3.797
H 1.409 -4.471 0.832
H 2.914 -5.238 1.635
H 1.416 -6.187 1.535
H -0.243 -5.677 2.781
H 3.522 -3.243 0.861
H 3.993 -0.212 2.265
H 2.250 0.194 3.515
H 2.120 -0.808 6.022
H 0.341 1.229 2.592
H -1.497 1.479 4.486
H -3.178 1.070 4.020
H -2.282 -0.035 5.191
H -2.428 -0.503 0.508
H -2.227 1.244 1.026
H -3.597 0.264 1.635
O 2.332 1.923 -4.568
P 2.145 2.167 -6.074
N 3.846 2.226 -6.416
C 4.522 2.926 -7.495
C 4.580 0.996 -6.113
N 1.544 3.779 -5.875
C 2.239 4.961 -6.349
C 0.884 4.088 -4.610
N 1.734 2.268 -7.796
C 0.317 2.618 -8.076
C 1.939 0.967 -8.482
H 4.427 2.425 -8.468
H 5.592 3.001 -7.279
H 4.195 3.952 -7.618
H 4.452 0.239 -6.895
H 4.252 0.554 -5.171
H 5.650 1.192 -6.002
H 3.198 5.106 -5.840
H 1.635 5.860 -6.190
H 2.388 4.925 -7.430
H 1.609 4.292 -3.813
H 0.243 3.264 -4.294
H 0.234 4.961 -4.714
H -0.372 1.940 -7.566
H 0.119 2.571 -9.150
H 0.077 3.636 -7.782
H 1.349 0.171 -8.019
H 2.985 0.660 -8.461
H 1.668 1.037 -9.537
O -6.385 -0.154 1.801
P -7.691 -0.958 1.928
N -8.600 0.358 2.603
C -9.757 0.295 3.480
C -8.722 1.533 1.737
N -7.099 -1.972 3.201
C -7.635 -1.974 4.549
C -5.657 -2.172 3.257
N -9.133 -1.986 1.834
C -8.853 -3.430 1.626
C -9.999 -1.606 0.689
H -10.685 0.028 2.958
H -9.923 1.270 3.949
H -9.634 -0.391 4.310
H -9.493 1.396 0.969
H -7.785 1.753 1.224
H -8.972 2.425 2.315
H -7.482 -1.014 5.054
H -7.162 -2.752 5.156
H -8.694 -2.238 4.552
H -5.152 -1.320 3.731
H -5.245 -2.307 2.256
H -5.404 -3.076 3.817
H -8.219 -3.594 0.751
H -9.786 -3.983 1.487
H -8.373 -3.887 2.488
H -9.458 -1.661 -0.260
H -10.384 -0.591 0.793
H -10.874 -2.255 0.631
*
```

Computed properties:
Calculated total energy in eV: -103006.80481
Kohn-Sham gap in eV: 6.1
Relative energy (zero: lowest compared OMol25 entry of this formula, charge and spin) in kJ/mol: 666.72

Atomic partial charges in e from the Mulliken method, atoms 1 to 2: -1.25 0.16



2.
Computed, not measured: a molecular structure, C30H75AgN3O10 in a non-equilibrium geometry, with ωB97M-V/def2-TZVPD.

Structure (ORCA input):
```
! wB97M-V def2-TZVPD RIJCOSX def2/J DEFGRID3
* xyz 0 2
Ag -14.119 -1.519 16.177
C -14.328 2.189 15.958
C -15.001 1.346 17.010
C -16.188 1.947 17.637
O -15.357 0.082 16.512
H -14.083 1.593 15.103
H -13.416 2.674 16.275
H -14.954 3.019 15.555
H -14.122 1.122 17.658
H -15.937 2.908 18.040
H -16.645 1.289 18.422
H -16.882 2.103 16.789
C -13.083 -4.857 14.069
C -12.421 -3.857 14.999
C -11.713 -2.646 14.323
O -13.367 -3.488 15.951
H -13.597 -4.365 13.188
H -13.794 -5.451 14.625
H -12.326 -5.509 13.645
H -11.473 -4.346 15.396
H -11.192 -2.021 15.056
H -12.376 -1.971 13.781
H -11.018 -2.996 13.571
C -13.454 -6.224 19.937
C -13.709 -5.867 18.487
C -14.949 -5.074 18.315
O -12.665 -4.993 18.056
H -14.402 -6.515 20.335
H -12.948 -5.397 20.416
H -12.762 -7.121 20.088
H -13.674 -6.795 17.911
H -15.089 -4.817 17.252
H -14.805 -4.099 18.899
H -15.863 -5.535 18.691
H -12.979 -4.578 17.224
C -7.861 -5.187 15.875
C -8.290 -3.858 16.567
C -9.110 -3.922 17.837
O -7.010 -3.323 17.023
H -8.721 -5.840 15.741
H -7.234 -5.662 16.640
H -7.205 -4.990 14.990
H -8.773 -3.187 15.918
H -9.090 -2.944 18.364
H -8.726 -4.617 18.556
H -10.167 -4.225 17.686
H -6.616 -3.860 17.711
C -17.307 -2.085 17.863
O -16.690 -2.826 16.822
C -17.045 -2.327 15.531
C -16.165 -2.922 14.521
N -15.072 -1.994 14.072
C -15.449 -0.989 13.107
C -15.255 -1.482 11.704
O -13.885 -1.676 11.415
C -13.633 -2.401 10.204
H -17.064 -2.555 18.804
H -18.428 -2.012 17.751
H -16.848 -1.073 17.905
H -16.973 -1.204 15.483
H -18.043 -2.729 15.259
H -16.602 -3.430 13.643
H -15.659 -3.768 15.045
H -14.297 -2.578 13.711
H -14.914 -0.013 13.232
H -16.509 -0.694 13.321
H -15.734 -0.830 10.968
H -15.848 -2.457 11.498
H -14.289 -3.273 10.106
H -12.609 -2.739 10.227
H -13.611 -1.782 9.292
C -14.629 -3.274 21.990
O -14.776 -2.538 20.774
C -14.183 -1.299 20.701
C -14.206 -0.928 19.272
N -13.261 -1.641 18.369
C -11.819 -1.503 18.660
C -11.266 -0.128 18.242
O -11.336 -0.152 16.841
C -10.811 1.046 16.267
H -15.231 -4.207 21.907
H -14.931 -2.680 22.910
H -13.623 -3.583 22.202
H -13.154 -1.278 21.145
H -14.859 -0.590 21.198
H -14.004 0.207 19.241
H -15.194 -1.235 18.854
H -13.391 -2.693 18.417
H -11.448 -2.235 17.970
H -11.401 -1.799 19.643
H -10.152 -0.192 18.502
H -11.740 0.749 18.720
H -9.719 0.904 16.061
H -10.855 1.937 16.956
H -11.337 1.182 15.354
C -17.585 1.175 24.639
O -16.612 2.176 24.499
C -16.170 2.241 23.148
C -15.121 3.309 23.060
N -14.444 3.302 21.744
C -13.488 4.352 21.554
C -12.630 4.073 20.303
O -12.207 2.753 20.287
C -11.062 2.466 20.967
H -18.514 1.536 24.203
H -17.782 0.978 25.683
H -17.336 0.182 24.198
H -16.998 2.378 22.480
H -15.722 1.279 22.855
H -14.356 3.094 23.844
H -15.604 4.261 23.281
H -13.982 2.436 21.592
H -12.732 4.486 22.388
H -14.006 5.297 21.308
H -11.690 4.764 20.392
H -13.236 4.246 19.476
H -10.274 2.331 20.233
H -11.110 1.509 21.624
H -10.778 3.207 21.748
*
```

Computed properties:
⟨S²⟩: 0.755
Calculated total energy in eV: -61262.72340
Kohn-Sham gap (spin up / spin down) in eV: 8.3 / 7.3

Atomic partial charges in e from the Mulliken method, atoms 1 to 2: 0.44 -1.30